Below is a molecular structure, C51H37Br2CeI2N10O4S4 in a non-equilibrium geometry, with properties calculated with wB97M-V/def2-TZVPD.

Each line ends with the Löwdin charge.
Geometry (Å):
Ce1 0.66762 -0.67554 0.53307  0.839
I1 3.90979 0.87282 1.17452  1.050
C1 2.65629 2.24647 2.27423  -0.833
I2 0.59310 1.50372 2.95492  1.014
H1 2.46703 3.11244 1.65379  -0.030
H2 3.18885 2.51704 3.17929  -0.020
C2 2.88411 -0.95023 4.35622  -0.057
C3 2.96039 -2.24786 3.62055  -0.304
C4 3.76300 -3.26205 4.17728  0.009
C5 3.81027 -4.49519 3.60024  -0.012
C6 3.04056 -4.73679 2.44742  -0.217
C7 2.99156 -5.98168 1.79256  -0.603
Br1 3.92036 -7.48038 2.51882  0.810
C8 2.23870 -6.16184 0.66240  -0.154
C9 1.48024 -5.10430 0.18551  -0.549
Br2 0.42149 -5.36488 -1.37253  0.851
C10 1.38298 -3.86061 0.81401  -0.402
O1 0.53406 -2.96161 0.44783  -0.298
C11 2.26077 -3.65811 1.94275  -0.177
N1 2.24700 -2.42791 2.52401  0.132
H3 3.67157 -0.89730 5.10081  0.090
H4 1.92453 -0.87836 4.86789  0.083
H5 3.00035 -0.10162 3.69100  -0.035
H6 4.33420 -3.05422 5.06623  0.122
H7 4.41013 -5.28431 4.02801  0.087
H8 2.21709 -7.11159 0.14987  0.107
S1 -5.20783 4.36638 -0.36346  1.070
C12 -4.63192 5.56916 -1.43461  -0.358
C13 -3.42707 5.25293 -1.98218  -0.151
C14 -2.94130 4.01964 -1.52646  -0.102
C15 -3.77783 3.39685 -0.62553  -0.477
C16 -3.55116 2.19232 0.12274  -0.177
C17 -2.31062 1.51969 0.04374  -0.079
N2 -1.95703 0.49598 0.78696  0.047
C18 -2.86119 -0.00961 1.65383  -0.156
C19 -4.16528 0.53294 1.76498  -0.120
C20 -5.10447 -0.07170 2.65164  0.002
C21 -4.77216 -1.16160 3.37826  -0.004
C22 -3.46925 -1.73329 3.28993  -0.121
C23 -3.12742 -2.88329 4.00373  0.078
C24 -1.84027 -3.39097 3.91028  -0.175
C25 -0.93513 -2.67453 3.10011  -0.076
N3 -1.22630 -1.60968 2.38886  0.062
C26 -2.49329 -1.13983 2.45251  -0.144
C27 -1.42378 -4.58554 4.60587  -0.459
C28 -2.13843 -5.35192 5.49146  -0.102
C29 -1.40979 -6.44339 5.99511  -0.163
C30 -0.14887 -6.50766 5.49067  -0.376
S2 0.17827 -5.23870 4.38607  1.091
C31 -4.48679 1.65779 0.99998  0.048
H9 -5.20930 6.45694 -1.59674  0.082
H10 -2.88385 5.93543 -2.61053  0.089
H11 -2.00443 3.60818 -1.85601  0.089
H12 -1.58137 1.84458 -0.68269  0.079
H13 -6.09192 0.36004 2.71895  0.126
H14 -5.48376 -1.62904 4.04347  0.124
H15 -3.87319 -3.36410 4.61616  0.128
H16 0.09158 -3.01040 3.05930  0.068
H17 -3.15437 -5.14621 5.77836  0.113
H18 -1.80406 -7.14539 6.70716  0.112
H19 0.61350 -7.23019 5.70164  0.071
H20 -5.46576 2.10702 1.09006  0.108
N4 5.61895 -2.92148 -5.24029  0.185
C32 4.90710 -2.64472 -4.38436  -0.180
C33 4.03999 -2.25293 -3.33942  -0.222
C34 4.35540 -2.51604 -2.00795  -0.007
C35 3.54735 -2.02257 -0.99822  -0.132
C36 2.38368 -1.27141 -1.24411  -0.230
C37 2.07290 -1.08334 -2.60524  -0.113
C38 2.87326 -1.54744 -3.63323  -0.006
H21 5.24548 -3.08595 -1.77959  0.128
H22 3.86341 -2.22564 0.02334  0.088
H23 1.18760 -0.51865 -2.88680  0.080
H24 2.61356 -1.34855 -4.66457  0.127
C39 -1.26600 0.45861 -5.57086  -0.079
C40 -2.05260 0.89076 -4.33020  -0.225
C41 -1.82982 -0.06040 -3.21578  -0.561
N5 -1.00697 0.10941 -2.25080  0.015
N6 -0.94146 -0.91342 -1.37954  -0.137
C42 -1.74546 -1.90244 -1.67832  -0.647
N7 -1.87889 -2.98297 -0.90391  0.124
S3 -2.67043 -1.61328 -3.13564  1.159
H25 -1.46013 1.14629 -6.38874  0.084
H26 -1.56087 -0.54084 -5.88276  0.073
H27 -0.19838 0.46026 -5.36592  0.073
H28 -3.11585 0.92731 -4.57372  0.119
H29 -1.73106 1.88624 -4.02010  0.116
H30 -1.06288 -3.17555 -0.30464  0.041
H31 -2.33565 -3.79271 -1.28987  0.098
O2 -1.95904 9.00574 -3.96775  -0.344
S4 -1.25212 8.62071 -2.76602  0.413
O3 -2.02627 7.79383 -1.85346  -0.381
O4 -0.43051 9.62918 -2.12714  -0.337
C43 0.07122 7.48690 -3.37504  -0.345
N8 0.87593 7.93316 -4.31804  0.143
C44 1.88515 7.15431 -4.65874  -0.095
C45 2.13246 5.93595 -4.03043  0.014
C46 1.22675 5.56229 -3.04224  -0.225
N9 0.18426 6.34424 -2.74547  0.152
C47 1.30439 4.33147 -2.24807  -0.114
C48 0.49362 4.23935 -1.11525  0.018
C49 0.51572 3.08572 -0.36078  -0.184
N10 1.27749 2.02210 -0.64544  -0.016
C50 2.06579 2.12910 -1.71797  -0.157
C51 2.11694 3.23937 -2.54300  0.031
H32 2.52595 7.52652 -5.44682  0.115
H33 2.99176 5.33394 -4.28123  0.101
H34 -0.13328 5.08254 -0.86651  0.126
H35 -0.10507 3.02059 0.52505  0.061
H36 2.70476 1.27958 -1.91772  0.082
H37 2.78166 3.23993 -3.39098  0.116

LUMO level (spin up / spin down) in Ha: -0.2146 / -0.2142
Charge: +1
HOMO level (spin up / spin down) in Eh: -0.3312 / -0.3312